Entry 1:
Computed, not measured: C20H15BrIrN4O2Te4 as an isolated structure, with ωB97M-V/def2-TZVPD.

Calculated values
charge	+2
2S+1	2
LUMO (spin up / spin down)	-7.617 / -8.603	eV
⟨S²⟩	0.800
frontier orbital gap (spin up / spin down)	0.21190 / 0.17568	Ha

CARTESIAN COORDINATES (ANGSTROEM)
Ir  0.76037  2.56044  -1.10729
Te  3.58869  5.78710  -0.28920
Te  1.09592  5.07176  -0.91649
Te  3.03880  2.02362  -1.88573
Te  4.99258  3.64299  -0.99401
Br  -5.53485  -0.40556  0.28582
O  0.08152  0.57171  -1.63727
O  -1.50524  2.64406  -1.24161
N  1.45771  -2.04714  3.04390
N  -0.26812  -2.65014  0.35008
N  0.39678  2.00634  0.79901
N  0.39812  -2.17583  -1.75681
C  -3.37050  1.17168  -0.61079
C  -2.06988  1.38378  -1.02427
C  -0.55144  -2.01181  -0.73098
C  -2.39437  3.77940  -1.15710
C  2.40575  -3.74874  -1.81232
C  -0.62611  2.31719  2.92858
C  0.88941  -3.37777  0.06376
C  3.09776  -4.62691  -0.99757
C  2.70857  -4.86687  0.32853
C  1.60407  -4.24969  0.87970
C  -2.88819  -1.19005  -0.35655
C  -1.59189  -0.97492  -0.81458
C  0.56405  0.30671  2.46630
C  -3.77196  -0.12517  -0.29283
C  -0.32653  2.75402  1.65414
C  1.05846  -0.99827  2.80583
C  -0.18420  1.07511  3.35107
C  1.30428  -3.12659  -1.24375
C  -1.21524  0.30448  -1.18559
C  0.84248  0.80558  1.20431
H  -4.07820  1.98030  -0.50992
H  -0.66868  3.71244  1.29647
H  -3.15703  3.69914  -1.92911
H  -1.79158  4.66312  -1.34230
H  -3.18262  -2.18210  -0.04486
H  1.43031  0.22618  0.50974
H  3.96098  -5.14440  -1.39325
H  1.29235  -4.43434  1.89811
H  -2.84922  3.82941  -0.16855
H  -0.41116  0.70386  4.34140
H  -1.20922  2.95282  3.57956
H  0.58023  -0.28507  -1.70913
H  0.10238  -2.22156  -2.72441
H  3.28616  -5.55870  0.92582
H  2.70849  -3.57163  -2.83586

Entry 2:
Computed, not measured: C5H13N5S as an isolated structure at a distorted geometry, with ωB97M-V/def2-TZVPD.

Calculated values
charge	0
LUMO	-0.070	eV
frontier orbital gap	0.30997	Ha

CARTESIAN COORDINATES (ANGSTROEM)
S  -2.20009  0.70140  -0.35434
N  1.32788  -2.15071  -0.45615
N  1.04685  0.08503  -0.41066
N  3.06328  -0.57074  0.26307
N  -3.16133  -1.42246  -0.29421
N  -1.10558  -1.70583  0.51941
C  1.87772  -0.94676  -0.14977
C  -2.03668  -0.87422  0.09866
C  1.56934  1.47259  -0.28605
C  -0.95303  1.53333  0.63965
C  0.24126  2.34452  -0.15128
H  2.10279  1.91957  -1.33689
H  -0.23724  2.66001  -1.22852
H  -0.29660  1.07190  1.48511
H  -1.40750  2.21688  1.20906
H  -0.30180  -0.99226  0.40955
H  2.08577  -2.95094  -0.67943
H  2.33467  1.33538  0.58701
H  3.42715  -1.44817  0.78027
H  0.40083  -2.26311  -0.08209
H  0.05315  -0.07481  -0.95948
H  0.26640  3.26426  0.33116
H  -4.41074  -0.83455  -0.18991
H  -3.68649  -2.37032  0.25583

Entry 3:
Computed, not measured: a 2-piece molecular cluster, C14H20O7S2 overall at a distorted geometry, with ωB97M-V/def2-TZVPD.

Calculated values
structure (SMILES)	O=S1(=O)C[C@@H](CCc2ccccc2)CCO1.O=S1(=O)OCCO1
charge	0
LUMO	0.345	eV
frontier orbital gap	0.34026	Ha

CARTESIAN COORDINATES (ANGSTROEM)
S  -3.00819  -0.61825  1.21304
S  1.43611  -2.61405  -2.52618
O  -0.08174  -2.96398  -2.09623
O  -3.20034  0.90976  0.64402
O  2.17112  -2.29558  -1.34845
O  1.86200  -4.08919  -3.02246
O  -3.82144  -1.63236  0.54438
O  -3.42225  -0.57437  2.62220
O  1.39629  -1.75642  -3.65939
C  0.97044  3.72427  0.48138
C  -1.19111  0.37721  -0.82521
C  -0.44511  -4.23268  -2.64803
C  1.64231  2.27992  2.51503
C  -1.20585  -1.06757  1.25569
C  0.56932  4.78211  1.43815
C  -2.57172  1.11517  -0.64162
C  1.92486  1.25282  0.15968
C  1.08528  -0.05341  0.43957
C  1.50234  2.47893  1.05113
C  -0.45467  0.17189  0.58072
C  0.69205  4.59778  2.88011
C  1.23719  3.33965  3.42736
C  0.84481  -5.03056  -2.66735
H  3.00276  1.02940  0.41935
H  0.81423  -5.84729  -3.38662
H  -3.25533  0.90230  -1.51486
H  0.36056  5.38895  3.59184
H  1.93408  1.54344  -0.93231
H  -0.53908  0.89362  -1.57686
H  1.50917  -0.54417  1.36589
H  -1.11337  -1.97543  0.59303
H  0.84376  3.86392  -0.62217
H  -2.35413  2.22258  -0.70751
H  -0.82302  -4.06577  -3.65996
H  2.03712  1.30648  2.89425
H  1.07931  -5.42806  -1.67673
H  -0.73807  1.05913  1.21630
H  0.16308  5.75169  1.07327
H  -0.84292  -1.24190  2.29578
H  1.33645  3.16499  4.52921
H  -1.42943  -0.63588  -1.27503
H  1.30216  -0.78279  -0.39752
H  -1.21902  -4.70634  -2.04690

Entry 4:
Computed, not measured: H14O7Pt as an isolated structure at a distorted geometry, with ωB97M-V/def2-TZVPD.

Calculated values
charge	+2
2S+1	3
LUMO (spin up / spin down)	-6.955 / -8.180	eV
⟨S²⟩	2.002
frontier orbital gap (spin up / spin down)	0.39032 / 0.33649	Ha

CARTESIAN COORDINATES (ANGSTROEM)
Pt  0.00260  0.00942  -0.02214
O  -0.82058  -1.93775  1.11372
O  -1.77619  0.99814  0.94087
O  -1.47876  -0.77664  -1.46645
O  1.76383  -1.26743  0.17754
O  1.14867  0.10255  -2.27198
O  0.85140  0.65074  1.93631
O  0.49506  2.14095  -0.54846
H  -0.59945  -2.86887  1.13256
H  -2.41596  1.21275  0.26201
H  1.95010  -2.15105  -0.13988
H  1.26799  2.51421  -0.12480
H  -1.56588  -1.85600  1.70877
H  2.24400  -1.20280  1.00308
H  -1.77783  -0.40137  -2.29468
H  -2.00450  -1.56920  -1.35836
H  0.06823  2.88716  -0.96941
H  -2.21279  1.22419  1.76216
H  1.34092  1.47124  1.99436
H  0.97577  0.23616  2.79007
H  1.90382  -0.12460  -2.81456
H  0.63958  0.70819  -2.81073

Entry 5:
Computed, not measured: C27H48Cl3N2O10Zr as an isolated structure at a distorted geometry, with ωB97M-V/def2-TZVPD.

Calculated values
charge	+1
LUMO	-3.133	eV
frontier orbital gap	0.21962	Ha

CARTESIAN COORDINATES (ANGSTROEM)
Zr  -0.56449  -0.32787  -0.85358
Cl  4.80530  4.59046  2.19156
Cl  3.91203  5.63714  -0.39511
Cl  5.32681  7.32375  1.45379
O  0.31532  -3.84428  1.49239
O  -4.58185  1.02699  -2.39664
O  0.78772  0.96509  0.38306
O  -3.15823  2.12101  -3.62929
O  1.33090  -1.21642  -1.49004
O  0.93874  -2.27626  2.88447
O  -2.38639  0.86805  -1.97729
O  -0.08279  -1.70690  0.98647
O  0.16453  1.64317  -1.46687
O  -2.03047  0.30355  0.75155
N  -2.48840  0.88994  1.92996
N  2.39769  -1.80629  -2.13279
C  4.71512  -2.99317  -3.26543
C  5.19468  5.68332  0.82095
C  -4.35256  -0.84644  2.37826
C  -4.40159  2.42420  -4.25085
C  -3.32040  1.32069  -2.61278
C  0.85679  1.93736  -0.44180
C  1.76936  3.08241  -0.26782
C  3.42475  -0.85739  -2.54832
C  2.54882  -3.20634  -1.82289
C  -3.16532  2.84719  3.15936
C  -2.95323  2.24077  1.75299
C  4.24081  -1.59328  -3.62627
C  3.16840  -3.49702  -0.41786
C  -5.41955  1.87293  -3.23572
C  1.22000  -3.96911  -2.02989
C  4.32838  -0.45677  -1.38908
C  -3.62680  0.61706  4.17421
C  -4.24879  2.35207  0.89435
C  -4.16602  2.05379  4.03719
C  2.93071  0.42892  -3.23600
C  1.07959  -4.53946  2.49121
C  -2.07772  -1.11856  3.22447
C  -1.86307  3.13958  1.15931
C  -3.12905  -0.04702  2.86296
C  0.39647  -2.55153  1.70504
C  1.11510  -3.49187  3.61635
C  3.49189  -3.83528  -2.91857
H  -4.48331  3.47037  -4.53260
H  6.11679  5.41008  0.32341
H  3.67031  -1.69646  -4.55650
H  2.98142  -4.22813  -3.79850
H  -3.45828  3.89210  3.06950
H  3.74414  0.79995  -3.85456
H  -4.09837  -1.33459  1.43359
H  -5.78508  2.58513  -2.49843
H  1.39878  3.96575  -0.78762
H  -4.62358  -1.57139  3.14094
H  5.06622  0.25620  -1.77517
H  1.87410  3.36998  0.77702
H  -2.20189  2.81126  3.67324
H  3.75194  0.03176  -0.60478
H  2.92280  -4.54873  -0.26433
H  -1.80470  3.00441  0.07367
H  -3.98269  2.22926  -0.15704
H  4.99335  -1.26527  -1.08353
H  5.39663  -2.88825  -2.41513
H  5.34595  -3.40775  -4.05142
H  2.07742  -4.80721  2.14644
H  2.06235  -3.53966  4.14737
H  -2.43336  -1.84718  3.96096
H  2.76955  2.87562  -0.64676
H  1.42246  -5.00538  -2.29347
H  -4.09424  2.55335  5.00253
H  -2.79899  0.65978  4.89173
H  -5.16704  2.07456  3.60843
H  -5.20525  -0.19704  2.17570
H  0.62913  -3.47799  -2.80394
H  -2.01739  -1.76999  2.34776
H  3.80404  -4.76425  -2.42663
H  0.47676  -5.42305  2.68400
H  2.65439  1.18187  -2.49832
H  5.05234  -0.93454  -3.94810
H  -6.20023  1.34257  -3.77076
H  0.35469  -3.76357  4.34931
H  -1.07951  -0.80473  3.51848
H  -4.90690  1.51571  1.13019
H  2.82791  -2.79764  0.34662
H  -4.80364  3.28093  1.02517
H  -0.92579  2.69700  1.51169
H  4.25288  -3.37951  -0.41893
H  0.57001  -3.95514  -1.15073
H  -4.45867  1.85228  -5.17869
H  2.06186  0.19799  -3.85326
H  -1.88982  4.20521  1.36940
H  -4.30269  -0.04386  4.71707